[1]
A structure of composition C36H41CeN15. Source: OMol25; level of theory: ωB97M-V/def2-TZVPD.

Output
HOMO level (spin up / spin down) (eV): -15.351 / -15.353
Total energy (eV): -73262.5645
Maximum force (eV/A): 0.65
E_LUMO (spin up / spin down) (eV): -8.22 / -8.23

```
! RIJCOSX wB97M-V def2-TZVPD def2/J DEFGRID3
* xyz 3 2
Ce 0.0412 -0.3787 -0.0681
C 1.3640 2.9489 -0.6697
N 1.1547 2.2308 0.5999
C 0.2602 3.0012 1.4743
C -1.1562 2.7297 1.0731
N -1.5118 1.6643 0.3960
C -2.9159 1.7011 0.3514
C -3.8285 0.7965 -0.1911
C -5.1714 1.0754 -0.0382
C -5.6087 2.2354 0.6273
C -4.7151 3.1370 1.1694
C -3.3660 2.8306 1.0242
N -2.2083 3.4749 1.4621
C 2.0469 2.0738 -1.6591
N 1.6016 0.8919 -2.0328
C 2.4868 0.4928 -3.0617
C 2.4731 -0.5985 -3.9360
C 3.4858 -0.6982 -4.8675
C 4.5008 0.2694 -4.9670
C 4.5029 1.3792 -4.1533
C 3.4760 1.4596 -3.2187
N 3.1599 2.4567 -2.3074
H 1.9173 3.8797 -0.5215
H 0.3835 3.2180 -1.0672
H 2.0518 2.1432 1.0636
H 0.4675 4.0757 1.4454
H 0.4076 2.6796 2.5079
H -3.5077 -0.0951 -0.7161
H -5.9088 0.4005 -0.4531
H -6.6699 2.4276 0.7112
H -5.0536 4.0288 1.6798
H -2.1613 4.3456 1.9678
H 1.6774 -1.3229 -3.9378
H 3.4860 -1.5288 -5.5609
H 5.2730 0.1570 -5.7155
H 5.2541 2.1520 -4.2476
H 3.6291 3.3421 -2.2034
C -4.3273 -1.4263 4.1391
N -2.9959 -0.9447 3.7603
C -2.2920 -0.0684 4.6879
C -2.4482 -1.1921 2.5524
N -1.3686 -0.6399 2.0956
N -3.1435 -2.1205 1.7858
C -2.7457 -2.7186 0.6113
N -3.5841 -3.6902 0.1991
N -1.6725 -2.3788 -0.0398
H -4.6495 -0.8788 5.0189
H -4.3221 -2.4886 4.3941
H -5.0636 -1.2228 3.3595
H -2.7225 -0.1940 5.6764
H -2.3805 0.9849 4.4058
H -1.2384 -0.3422 4.7565
H -1.0068 0.0134 2.7812
H -3.9687 -2.5063 2.2106
H -4.3916 -3.9764 0.7250
H -3.4170 -4.1640 -0.6716
H -1.5853 -2.9826 -0.8506
C -3.5637 -0.7524 -4.7259
C -2.9091 -1.9675 -4.9172
C -1.8190 -2.3106 -4.1371
C -1.3993 -1.4255 -3.1508
C -2.0514 -0.2174 -2.9535
C -3.1397 0.1248 -3.7391
N -0.2552 -1.6597 -2.3128
N 0.3617 -2.7067 -2.5299
C 1.5861 -2.8866 -1.8126
C 2.3917 -3.8920 -2.2999
C 3.6643 -4.0339 -1.7631
C 4.0612 -3.1603 -0.7696
C 3.1597 -2.2112 -0.3098
N 1.9283 -2.0691 -0.8082
H -4.4067 -0.4916 -5.3524
H -3.2433 -2.6419 -5.6939
H -1.2945 -3.2423 -4.2966
H -1.7270 0.4771 -2.1870
H -3.6434 1.0706 -3.5911
H 2.0242 -4.5225 -3.0976
H 4.3328 -4.8028 -2.1270
H 5.0494 -3.2115 -0.3345
H 3.4304 -1.5486 0.4996
N 3.1853 -2.3084 5.5748
C 2.6614 -1.8576 4.4268
C 2.9775 -0.5825 3.9148
C 2.4202 -0.1802 2.7298
N 1.5728 -0.9205 1.9908
C 1.2672 -2.1328 2.4980
C 1.7633 -2.6363 3.6684
H 3.8614 -1.7697 6.0887
H 2.9995 -3.2394 5.9059
H 3.6650 0.0707 4.4356
H 2.7014 0.7869 2.3341
H 0.5891 -2.7463 1.9122
H 1.4797 -3.6296 3.9904
*
```



[2]
A structure of composition C30H21BrInN5. Source: OMol25; level of theory: ωB97M-V/def2-TZVPD.

Output
HOMO level (spin up / spin down) (eV): -12.021 / -12.021
Total energy (eV): -114100.2502
Maximum force (eV/A): 4.25
E_LUMO (spin up / spin down) (eV): -8.72 / -8.72

```
! RIJCOSX wB97M-V def2-TZVPD def2/J DEFGRID3
* xyz 2 1
In 0.3160 -0.3066 -0.9108
C -1.7952 -2.3645 -4.3602
C -0.8864 -1.7228 -3.6006
N -1.2532 -1.3518 -2.3324
C -2.4955 -1.5736 -1.8437
C -3.4991 -2.1702 -2.6618
C -3.1286 -2.4964 -3.9624
C -4.6847 -2.6186 -1.9761
C -4.9195 -2.3896 -0.6316
C -3.9392 -1.6747 0.1513
C -2.7674 -1.1360 -0.4841
N -1.7732 -0.3744 0.1486
C -1.7862 0.3361 1.2802
C -2.9037 0.8613 2.0112
C -2.7857 1.4578 3.2331
C -1.4731 1.8096 3.7017
C -0.3226 1.5156 2.9725
C 0.8977 2.2067 3.2485
C 2.0155 2.3744 2.5043
C 2.1137 1.8794 1.0520
N 0.4907 -0.0627 1.2069
C -0.4665 0.6354 1.8465
H -1.4724 -2.7392 -5.3514
H 0.1708 -1.6372 -3.8921
H -3.8440 -2.9950 -4.5719
H -5.4509 -3.1951 -2.5141
H -5.8074 -2.6874 -0.0882
H -4.0726 -1.4740 1.2332
H -3.8824 0.8813 1.5756
H -3.6550 1.6743 3.8595
H -1.3841 2.2994 4.6971
H 0.8159 2.6965 4.2324
H 2.8242 2.9028 2.9509
H 3.1296 2.0837 0.6659
Br 6.6639 -4.6233 0.4770
C 5.5237 -3.1919 0.0545
C 4.4724 -3.3561 -0.8604
C 3.4309 -2.4291 -0.9145
C 3.4317 -1.2310 -0.1361
C 4.5322 -1.0418 0.6668
C 5.5686 -2.0014 0.8191
N 2.3214 -0.3946 -0.1004
C 1.9117 0.3433 1.1254
C 1.0593 2.5818 0.2165
C 0.7911 3.9270 0.5034
C -0.2359 4.5896 -0.1767
C -0.8612 3.9459 -1.2406
C -0.3850 2.6708 -1.6222
N 0.5155 1.9963 -0.8913
H 4.4865 -4.2735 -1.5342
H 2.5404 -2.7267 -1.4673
H 4.6340 -0.1133 1.1739
H 6.3840 -1.8722 1.5641
H 2.4200 -0.1449 1.9864
H 1.4558 4.4899 1.1372
H -0.5703 5.6003 0.1804
H -1.6848 4.4335 -1.8395
H -0.7317 2.1770 -2.5110
*
```